71
Properties=species:S:1:pos:R:3:forces:R:3 method="wB97M-V/def2-TZVPD" total_charge=0 e_lumo_ha="-0.0383 / -0.0391" gap_ev="5.5 / 5.6" max_force_ev_per_a=1.17 s2=8.755 energy_ev=-156967.4402 multiplicity=6
Mn 0.823 -0.147 -0.073 -0.35 0.32 0.69
C -4.600 -3.386 -3.563 0.12 -0.08 0.03
C -3.663 -2.775 -2.563 0.12 0.16 0.01
C -3.848 -2.958 -1.193 0.08 0.14 -0.17
C -2.991 -2.394 -0.278 0.11 -0.13 -0.23
C -1.893 -1.595 -0.662 -0.06 0.04 -0.07
N -1.084 -1.002 0.275 0.53 -0.07 -0.14
C -1.667 -0.604 1.460 -0.24 -0.05 0.27
C -2.971 -0.065 1.479 0.16 0.07 0.24
C -3.542 0.436 2.621 0.09 -0.17 0.05
C -2.864 0.415 3.838 0.11 -0.21 -0.07
C -3.485 1.017 5.060 0.09 0.05 -0.03
C -1.597 -0.141 3.854 -0.13 0.18 -0.04
C -0.999 -0.650 2.704 -0.90 0.47 -0.60
N 0.291 -1.198 2.837 0.38 -0.42 0.23
C 0.776 -1.821 3.927 0.32 -0.20 -0.08
C 2.100 -2.114 3.682 -0.10 0.02 0.06
C 2.341 -1.626 2.399 -0.26 0.02 0.10
N 1.238 -1.079 1.899 0.26 0.32 -0.25
C -1.680 -1.465 -2.054 -0.63 -0.50 0.74
C -2.556 -2.043 -2.966 -0.12 -0.12 0.11
N -0.592 -0.734 -2.572 0.24 0.58 -0.43
C -0.597 0.009 -3.697 0.41 0.01 0.19
C 0.703 0.392 -3.947 0.03 -0.15 -0.01
C 1.451 -0.171 -2.914 -0.52 -0.06 -0.26
N 0.655 -0.840 -2.072 0.42 -0.24 -0.41
H -5.601 -3.470 -3.146 -0.08 -0.02 -0.04
H -4.262 -4.388 -3.835 -0.08 -0.04 -0.08
H -4.649 -2.786 -4.470 -0.04 -0.01 -0.08
H -4.686 -3.547 -0.846 -0.07 -0.08 0.05
H -3.157 -2.561 0.777 0.00 0.03 0.05
H -3.520 -0.010 0.553 0.03 -0.01 -0.10
H -4.531 0.866 2.572 -0.15 0.08 0.00
H -4.566 0.898 5.037 -0.07 -0.01 0.08
H -3.269 2.085 5.099 -0.02 0.06 0.12
H -3.098 0.551 5.963 -0.01 0.03 0.14
H -1.032 -0.163 4.774 0.03 0.07 0.16
H 0.161 -2.044 4.776 -0.14 0.02 0.07
H 2.785 -2.611 4.335 0.14 -0.13 0.15
H 3.246 -1.641 1.823 0.13 0.02 -0.13
H -2.361 -1.913 -4.021 0.03 -0.05 -0.12
H -1.504 0.239 -4.219 -0.17 -0.03 -0.02
H 1.058 1.014 -4.740 0.04 0.10 -0.20
H 2.515 -0.153 -2.766 0.09 0.13 0.19
Se 3.236 2.121 0.351 0.25 -0.27 -0.32
N 3.059 0.388 -0.059 0.32 0.05 -0.39
C 4.241 -0.045 -0.536 -0.44 0.95 0.51
C 4.542 -1.353 -0.951 0.34 -0.78 -0.28
C 5.828 -1.652 -1.332 -0.94 -0.24 0.19
C 6.835 -0.671 -1.364 0.35 0.83 0.11
C 6.562 0.628 -1.029 0.67 -0.48 -0.29
C 5.272 0.959 -0.585 -0.71 0.24 0.24
N 4.911 2.165 -0.150 0.27 -0.08 0.20
H 3.758 -2.100 -0.960 0.03 -0.08 0.05
H 6.086 -2.664 -1.610 -0.08 -0.07 -0.06
H 7.837 -0.961 -1.649 0.03 0.06 -0.08
H 7.304 1.410 -1.069 0.12 -0.02 0.02
C 0.492 4.235 0.746 -0.06 -0.30 -0.13
C 0.061 3.079 -0.169 -0.39 0.16 -0.22
O 0.720 1.927 0.074 0.51 -0.82 0.37
C 0.287 3.484 -1.657 -0.12 -0.01 -0.15
F 1.531 3.171 -2.040 0.36 0.02 0.00
F 0.135 4.792 -1.900 -0.11 0.34 0.17
F -0.535 2.849 -2.504 -0.16 -0.16 -0.09
C -1.449 2.810 0.028 -0.12 -0.28 -0.03
F -2.246 3.773 -0.457 0.00 0.35 -0.14
F -1.741 2.688 1.329 0.12 0.06 0.19
F -1.813 1.663 -0.566 -0.07 0.14 -0.06
H 1.506 4.533 0.483 -0.05 0.16 0.00
H 0.490 3.865 1.769 -0.03 0.01 0.02
H -0.187 5.081 0.657 0.11 0.09 0.01

=====

60
Properties=species:S:1:pos:R:3:forces:R:3 method="wB97M-V/def2-TZVPD" total_charge=+2 e_lumo_ha=-0.3188 gap_ev=1.6 max_force_ev_per_a=2.80 energy_ev=-153167.6394
C 1.837 0.035 -1.245 -0.46 -0.64 -1.08
C 2.353 1.319 -1.840 0.28 -1.20 0.25
C 1.246 2.351 -2.036 1.69 -0.14 0.12
O 0.069 2.020 -1.262 -0.60 0.08 -0.58
C -1.073 2.500 -1.608 0.98 0.66 -0.12
O -1.543 3.490 -0.943 -0.56 -0.47 1.18
C -1.946 1.960 -2.641 -0.66 -0.21 -0.34
C -2.428 0.610 -2.066 0.61 0.13 0.15
H 1.161 -0.389 -1.991 -0.44 -0.10 0.06
H 1.286 0.153 -0.315 0.01 -0.62 0.64
H 2.773 1.052 -2.811 0.26 0.43 -0.30
H 3.135 1.752 -1.240 0.26 0.13 0.10
H 1.656 3.286 -1.675 -0.43 0.48 0.05
H 1.082 2.468 -3.126 -0.92 0.04 1.40
H -2.814 2.590 -2.773 -0.04 0.42 -0.03
H -1.488 1.807 -3.614 0.43 0.00 0.08
H -3.050 0.158 -2.821 -0.28 -0.26 -0.02
H -2.953 0.781 -1.137 -0.41 -0.11 0.13
H -1.571 -0.003 -1.817 0.09 -0.35 -0.01
Mg 2.694 -2.218 -1.363 -0.19 1.64 0.42
C 3.954 5.721 0.107 -0.21 0.05 -0.02
N 4.446 4.811 -0.965 -0.18 0.05 -0.05
O 3.656 4.458 -1.831 -0.11 -0.01 0.10
O 5.598 4.478 -0.913 0.25 -0.13 -0.02
H 2.907 5.934 -0.073 -0.02 -0.01 -0.08
H 4.094 5.212 1.055 0.14 0.02 0.01
H 4.548 6.628 0.061 0.10 -0.03 0.05
Br -0.954 3.605 0.840 0.03 0.34 -0.40
Ca 1.200 2.168 -5.197 0.30 -0.28 -1.51
C -0.393 -6.010 -0.049 0.08 0.06 -0.04
C -1.205 -6.993 0.495 0.02 -0.04 0.00
C -2.383 -6.640 1.136 -0.03 0.03 0.01
C -2.750 -5.304 1.225 -0.05 0.01 0.04
C -1.939 -4.320 0.680 -0.08 0.09 0.06
C -0.761 -4.676 0.048 0.15 -0.16 -0.07
H 0.527 -6.287 -0.548 0.00 -0.03 0.00
H -0.921 -8.034 0.419 0.01 -0.02 0.00
H -3.015 -7.406 1.565 -0.01 -0.01 -0.01
H -3.673 -5.031 1.721 -0.02 0.00 0.00
H -2.217 -3.277 0.744 -0.02 0.04 0.03
H -0.130 -3.904 -0.377 0.03 0.10 -0.04
N 5.830 0.876 -1.384 0.21 0.01 0.59
O 7.067 0.777 -1.332 0.39 -0.08 -0.57
O 5.116 0.695 -0.422 -0.04 0.06 -0.46
O 5.340 1.181 -2.537 0.18 -0.18 -0.74
C -3.702 0.239 2.749 -0.86 -1.54 -2.17
C -2.306 -0.137 2.669 0.00 0.26 -0.91
C -1.702 -0.710 3.762 0.07 -0.13 0.46
C -2.455 -0.921 4.909 -0.37 0.20 -0.34
C -3.853 -0.553 4.987 0.39 -0.06 0.11
C -4.472 0.018 3.930 -0.10 -0.38 0.28
H -4.145 0.718 1.882 0.26 1.34 0.57
H -1.767 0.055 1.718 0.43 -0.26 0.25
H -0.660 -0.989 3.721 0.01 -0.02 -0.04
H -1.985 -1.377 5.771 -0.07 -0.02 0.05
H -4.404 -0.737 5.898 0.10 -0.01 0.08
H -5.514 0.298 3.975 -0.02 0.01 -0.10
Cl -4.208 -1.256 1.084 0.48 0.51 1.55
Al 7.099 0.975 -3.818 -0.55 0.14 1.14
F -0.293 -0.010 0.617 -0.48 0.17 0.08

=====

14
Properties=species:S:1:pos:R:3:forces:R:3 method="wB97M-V/def2-TZVPD" total_charge=0 e_above_lowest_kcal_mol=55.2 e_lumo_ha=0.0406 gap_ev=10.3 max_force_ev_per_a=0.44 energy_ev=-7359.8607
C -1.021 1.322 0.509 0.00 -0.04 0.05
C -0.404 0.533 -0.624 -0.01 0.09 -0.04
C 0.940 -0.155 -0.551 0.26 0.07 -0.08
C 1.050 -0.991 0.719 0.26 0.13 0.23
O -0.220 -1.629 0.476 -0.09 -0.03 0.08
C -0.320 -0.951 -0.769 -0.26 -0.06 -0.34
H -0.639 1.012 1.485 -0.08 -0.04 -0.13
H -2.113 1.236 0.532 0.15 -0.04 -0.05
H -0.773 2.382 0.380 -0.03 -0.16 0.07
H -0.549 0.989 -1.604 0.08 -0.05 0.12
H 1.766 0.066 -1.218 -0.14 -0.08 0.07
H 1.076 -0.489 1.694 0.02 0.00 -0.15
H 1.864 -1.722 0.659 -0.14 0.09 0.02
H -0.670 -1.518 -1.628 -0.01 0.12 0.16